## P
A 2-piece molecular cluster, C3H11NOS2 overall. Source: OMol25; level of theory: wB97M-V/def2-TZVPD.

Values from the calculation:
* orbital gap: 9.13 eV
* HOMO level: -8.69 eV

Atoms and positions in Å:
C -1.73560 1.80252 -0.91535
N -0.88007 0.70537 -1.37541
C 0.51972 1.07473 -1.33900
C 1.15479 1.11247 0.04015
S 0.80857 -0.22284 1.19303
S 1.18455 -1.83962 -0.07383
H -1.54575 1.97564 0.13377
H -2.77636 1.50500 -0.96520
H -1.56964 2.73235 -1.47499
H -1.09610 0.53429 -2.35014
H 1.10543 0.43350 -1.98878
H 0.70595 2.09471 -1.71563
H 0.86098 2.00165 0.61185
H 2.22109 1.23160 -0.12968
H 1.99116 -2.55939 0.71844
O -2.55505 -0.56238 1.07940
H -1.61443 -0.76884 0.93948
H -2.93861 -0.74445 0.21418

=====

## Q
A 2-piece molecular cluster, C3H11NOS2 overall. Source: OMol25; level of theory: wB97M-V/def2-TZVPD.

Values from the calculation:
* orbital gap: 9.60 eV
* HOMO level: -8.97 eV

Atoms and positions in Å:
C -1.84790 -1.09008 1.11979
N -0.77508 -0.17507 0.76424
C -0.41260 0.69912 1.87357
O 0.43328 1.72094 1.44450
H -1.45177 -1.77908 1.86651
H -2.13707 -1.67232 0.24655
H -2.75067 -0.61586 1.52010
H -1.00571 0.41099 -0.02267
H -1.28256 1.21951 2.28593
H 0.03190 0.07291 2.65163
H 1.25434 1.35315 1.10545
C 1.26584 0.39155 -2.95400
S 2.22974 0.70512 -1.44247
S 2.26127 -1.21868 -0.67607
H 1.80286 -0.26108 -3.62944
H 1.03659 1.35798 -3.40850
H 0.29753 -0.02097 -2.67705
H 1.04999 -1.09813 -0.06805

=====

Pick P: it beats the second-best structure by 0.069 eV.

=====

## P
A 2-piece molecular cluster, C3H11NOS2 overall. Source: OMol25; level of theory: wB97M-V/def2-TZVPD.

Values from the calculation:
* orbital gap: 9.09 eV
* HOMO level: -8.69 eV

Atoms and positions in Å:
C 1.17481 -1.61224 1.04962
N -0.12663 -1.06427 0.93843
C -0.62325 -0.83660 -0.40903
C 0.47251 -0.16044 -1.19426
S 1.13528 1.40690 -0.45807
S 0.57470 3.13918 -1.36049
H 1.77715 -0.95179 0.48424
H 1.51725 -1.57791 2.04120
H 1.38357 -2.68115 0.64189
H -0.71039 -1.65360 1.49312
H -1.60191 -0.24480 -0.35438
H -0.90099 -1.75460 -1.09070
H 1.35467 -0.74069 -1.46190
H -0.00303 0.05353 -2.28623
H -0.74913 3.00130 -1.24623
O -1.56178 1.78991 1.52775
H -0.86708 1.84759 0.79603
H -2.24573 2.03969 0.88902

=====

## Q
A 2-piece molecular cluster, C3H11NOS2 overall. Source: OMol25; level of theory: wB97M-V/def2-TZVPD.

Values from the calculation:
* orbital gap: 9.01 eV
* HOMO level: -8.25 eV

Atoms and positions in Å:
C 2.72207 -2.02987 1.50054
S 3.03604 -0.32941 2.06568
S 2.56861 0.82841 0.39797
C 0.89327 0.21368 0.01258
C 0.19898 1.19989 -0.94914
N -0.18760 0.57388 -2.21946
H 3.10090 -2.62066 2.32955
H 1.64607 -2.18043 1.63578
H 2.96844 -2.25187 0.47243
H 0.35600 0.09523 0.95287
H 0.99867 -0.72181 -0.53318
H 0.94044 1.98790 -1.11613
H -0.71617 1.63349 -0.54951
H -0.92910 1.11582 -2.64696
H 0.54228 0.66942 -2.92403
O -5.83054 0.90648 0.46431
H -6.43343 0.77895 1.20697
H -5.87492 0.13092 -0.10027

=====

Pick Q: it beats the second-best structure by 1.038 eV.

=====

## P
An isolated ion of composition C3H6N3O and charge +1. Source: OMol25; level of theory: wB97M-V/def2-TZVPD.

Values from the calculation:
* orbital gap: 8.55 eV
* HOMO level: -13.42 eV
* total charge: +1

Atoms and positions in Å:
C 1.01841 -1.24613 -0.77540
C 1.29155 -0.31367 -1.63008
C -0.03552 0.25700 0.59179
N 1.01473 1.01812 -1.34402
N 0.41568 1.31527 -0.31680
N -1.48842 0.03376 0.65574
O 0.38646 0.39199 1.82390
H 0.78791 -2.16086 -0.40684
H 1.60997 -0.51180 -2.69465
H -1.81538 -0.69589 1.28242
H -2.14473 -0.24025 -0.21906
H -1.88395 0.93278 0.87914
H 0.84328 1.21968 2.15386

=====

## Q
An isolated ion of composition C3H6N3O and charge +1. Source: OMol25; level of theory: wB97M-V/def2-TZVPD.

Values from the calculation:
* orbital gap (alpha / beta): 8.63 / 8.63 eV
* HOMO level (alpha / beta): -14.37 / -14.38 eV
* total charge: +1

Atoms and positions in Å:
C 0.28242 1.26207 1.55958
C -0.43011 -1.20837 0.00692
C 0.48444 0.40862 0.25958
N -0.36770 2.35392 -0.78427
N 0.11670 1.29612 -0.68963
N 0.29939 -2.02122 -0.76394
O -0.23204 2.29207 1.62514
H -0.58887 -1.45068 1.03621
H -1.40442 -1.09067 -0.42672
H 1.45459 -0.10725 0.26298
H -0.70340 2.84967 0.13385
H 1.11122 -2.71282 -0.51629
H -0.02220 -1.87146 -1.70340

=====

Pick Q: it beats the second-best structure by 0.739 eV.